Entry from OMol25: a 3-piece molecular cluster, C19H21O9PS overall in a non-equilibrium geometry (ωB97M-V with the def2-TZVPD basis set).

Calculated total energy   -58588.9185 eV
Frontier orbital gap   7.1 eV
SMILES   O=C1OC(=O)C([PH2]=S)=C1CCCc1ccccc1.O=C1OCCO1.O=C1OCCO1
Max |F|   0.107 Eh/bohr
2S+1   1
Molecular weight   456.41 g mol⁻¹

CARTESIAN COORDINATES (ANGSTROEM)
H 0.953 1.853 -0.079
H 2.812 2.119 -2.741
C -4.944 -3.127 1.017
O 1.688 0.141 2.789
H 2.099 8.170 -1.142
H 1.531 -0.510 0.164
C -4.108 -3.595 3.038
C -0.314 -2.144 -3.737
C 2.624 2.306 -1.618
H -2.979 -0.215 -2.658
H -6.691 -3.902 2.039
H -4.242 -3.483 0.257
H 0.226 -3.828 2.595
C 0.708 -2.693 4.374
C 1.721 6.129 -0.015
C -0.313 -1.060 -2.538
C -5.730 -4.240 1.639
O 1.082 -1.970 2.239
H 3.014 7.108 -3.408
H -5.906 -5.065 0.946
P -1.769 -0.050 -1.902
S -2.188 -0.681 -0.077
O 3.061 -2.342 -2.623
C 1.387 -0.973 3.114
O -4.207 -2.603 2.113
C 1.007 -3.175 2.987
C 2.848 4.847 -2.633
O 1.019 -2.685 -3.890
C 1.015 -1.006 -2.038
H 3.538 1.990 -1.010
C 1.870 4.596 -0.186
H -1.518 1.352 -1.778
H 1.551 3.922 0.695
C 1.707 -0.131 -0.901
O 1.307 -1.404 4.401
H 1.318 6.635 0.930
C 2.426 3.891 -1.455
H 1.138 -3.338 5.142
H 2.849 -0.212 -1.079
C 2.174 7.028 -1.225
C 2.728 6.399 -2.557
H -5.582 -2.360 0.576
O -3.408 -3.546 4.011
H 1.969 -3.693 2.922
H 3.263 4.422 -3.617
H -0.365 -2.588 4.558
O -1.260 -2.486 -4.479
O -4.903 -4.652 2.717
C 1.864 -2.096 -2.878
H 0.577 1.496 -1.922
C 1.354 1.452 -1.075

Here are the Löwdin charges for atoms 1 to 5, given in e:
1 H 0.113
2 H 0.120
3 C -0.155
4 O 0.143
5 H 0.080